DFT (ωB97M-V/def2-TZVPD) results for an isolated ion of composition C4H10NS and charge -2 in a non-equilibrium geometry.

ORCA input file:
```
! RIJCOSX wB97M-V def2-TZVPD def2/J DEFGRID3
* xyz -2 2
C 0.564 0.360 -0.699
N 0.400 0.221 0.726
C -0.576 -0.848 1.122
C -1.920 -0.863 0.342
S -3.287 -1.950 0.922
C 1.932 1.063 -1.041
H 0.713 -0.634 -1.127
H -0.135 0.993 -1.231
H 0.110 0.992 1.304
H -0.805 -0.630 2.163
H -0.081 -1.832 1.092
H -1.637 -1.015 -0.702
H -2.197 0.204 0.383
H 2.695 0.958 -0.254
H 2.522 0.842 -1.961
H 1.705 2.139 -1.038
*
```

Values from the calculation:
* E_LUMO (alpha / beta): 0.2145 / 0.2111 Eh
* <S²>: 0.751
* relative energy (zero: lowest compared OMol25 entry of this formula, charge and spin): 63.3 kJ/mol
* Kohn-Sham gap (alpha / beta): 1.992 / 5.901 eV

---

DFT (ωB97M-V/def2-TZVPD) results for C7H17BO2 as an isolated structure in a non-equilibrium geometry.

ORCA input file:
```
! RIJCOSX wB97M-V def2-TZVPD def2/J DEFGRID3
* xyz 0 1
B -0.197 -0.150 -0.420
C -3.056 -0.462 -0.681
C -2.324 0.173 1.580
C 2.731 0.619 -1.346
C 1.890 0.877 1.064
C 2.269 -1.428 0.048
C -2.280 0.449 0.169
C 1.944 -0.039 -0.207
O -0.539 -0.912 -1.370
O -2.452 1.841 -0.103
H -2.665 -0.317 -1.690
H -4.185 -0.272 -0.685
H -2.829 -1.550 -0.354
H -1.958 -0.825 1.847
H -1.519 0.792 2.106
H -3.426 0.232 2.051
H 3.762 0.095 -1.525
H 2.225 0.659 -2.279
H 3.036 1.662 -1.104
H 1.267 0.547 1.802
H 2.962 0.997 1.522
H 1.588 1.884 0.783
H 1.523 -1.958 0.588
H 2.456 -1.905 -0.984
H 3.061 -1.550 0.782
H 0.119 -1.527 -1.703
H -3.400 2.068 0.113
*
```

Values from the calculation:
* E_LUMO: 0.0156 Eh
* relative energy (zero: lowest compared OMol25 entry of this formula, charge and spin): 405.4 kJ/mol
* Kohn-Sham gap: 7.883 eV

---

DFT (ωB97M-V/def2-TZVPD) results for a 2-piece molecular cluster, C5H5N2O3 overall in a non-equilibrium geometry.

ORCA input file:
```
! RIJCOSX wB97M-V def2-TZVPD def2/J DEFGRID3
* xyz -1 1
C -2.106 0.884 -0.130
C 1.786 0.078 0.125
C -2.787 0.005 0.420
C 2.545 1.013 0.513
C 0.320 -1.596 -0.462
N -1.099 1.848 -0.236
N 1.586 -1.241 -0.019
O 2.487 -2.107 0.331
O -3.465 -0.894 0.684
O 2.931 2.123 0.781
H 0.024 -2.442 0.156
H -0.303 -0.766 -0.366
H 0.369 -1.915 -1.504
H -1.451 2.605 -0.923
H -0.838 2.405 0.630
*
```

Values from the calculation:
* E_LUMO (alpha / beta): 0.0623 / 0.0555 Eh
* relative energy (zero: lowest compared OMol25 entry of this formula, charge and spin): 735.0 kJ/mol
* Kohn-Sham gap (alpha / beta): 3.572 / 3.266 eV

---

DFT (ωB97M-V/def2-TZVPD) results for C25H32IInN3O9 as an isolated structure in a non-equilibrium geometry.

ORCA input file:
```
! RIJCOSX wB97M-V def2-TZVPD def2/J DEFGRID3
* xyz -1 1
C 1.111 0.738 2.344
C 1.258 1.311 0.944
O 1.045 2.717 1.017
C 0.633 3.308 -0.197
C -0.815 3.805 -0.148
O -1.151 4.419 1.080
C -1.621 3.494 2.049
C -3.125 3.208 1.924
O -3.330 1.818 1.914
C -3.924 1.256 0.738
In -2.740 -0.520 0.093
I -0.593 0.281 -1.583
H 1.342 -0.329 2.358
H 0.087 0.896 2.693
H 1.801 1.255 3.020
H 0.529 0.845 0.269
H 2.271 1.116 0.563
H 0.725 2.590 -1.021
H 1.297 4.155 -0.412
H -0.925 4.575 -0.920
H -1.517 2.998 -0.393
H -1.369 3.912 3.028
H -1.099 2.535 1.947
H -3.515 3.683 1.017
H -3.661 3.640 2.784
H -4.934 0.893 0.987
H -4.020 2.010 -0.053
H -2.043 -1.269 1.523
H -3.749 -1.674 -0.799
C 0.567 -5.957 -1.959
C 0.930 -6.624 -0.795
C 0.996 -5.943 0.411
C 0.706 -4.592 0.419
C 0.352 -3.904 -0.729
C 0.278 -4.599 -1.925
N 0.732 -3.845 1.692
O 0.969 -4.460 2.715
O 0.487 -2.667 1.620
H 0.491 -6.499 -2.893
H 1.148 -7.683 -0.823
H 1.262 -6.449 1.327
H 0.116 -2.849 -0.685
H -0.026 -4.077 -2.820
C 4.955 4.630 4.559
C 6.307 4.332 4.437
C 6.730 3.382 3.522
C 5.781 2.747 2.740
C 4.432 3.025 2.847
C 4.021 3.977 3.766
N 6.230 1.745 1.758
O 7.421 1.509 1.700
O 5.390 1.218 1.065
H 4.629 5.375 5.273
H 7.034 4.840 5.056
H 7.776 3.138 3.414
H 3.705 2.526 2.222
H 2.967 4.207 3.855
C -4.699 -0.741 -4.963
C -5.062 -1.696 -5.906
C -4.480 -2.952 -5.880
C -3.533 -3.220 -4.906
C -3.157 -2.285 -3.959
C -3.752 -1.034 -3.993
N -2.935 -4.564 -4.862
O -3.328 -5.389 -5.664
O -2.082 -4.777 -4.027
H -5.165 0.236 -4.980
H -5.805 -1.466 -6.658
H -4.754 -3.709 -6.598
H -2.432 -2.524 -3.195
H -3.477 -0.299 -3.248
*
```

Values from the calculation:
* E_LUMO: 0.0500 Eh
* Kohn-Sham gap: 6.356 eV

---

DFT (ωB97M-V/def2-TZVPD) results for one molecule with the formula C3H7NO3 in a non-equilibrium geometry.

ORCA input file:
```
! RIJCOSX wB97M-V def2-TZVPD def2/J DEFGRID3
* xyz 0 1
N 0.760 1.393 -0.388
C 0.178 0.298 0.391
C -1.343 0.431 0.510
O -1.710 1.762 0.818
C 0.492 -1.043 -0.280
O -0.202 -1.724 -0.964
O 1.790 -1.391 -0.016
H 1.432 1.893 0.167
H 1.231 1.034 -1.210
H 0.661 0.186 1.361
H -1.608 -0.178 1.364
H -1.837 0.142 -0.413
H -1.027 2.332 0.425
H 1.880 -2.326 -0.258
*
```

Values from the calculation:
* E_LUMO: 0.0200 Eh
* relative energy (zero: lowest compared OMol25 entry of this formula, charge and spin): 127.2 kJ/mol
* Kohn-Sham gap: 10.529 eV

---

DFT (ωB97M-V/def2-TZVPD) results for C3HN6 as an isolated structure in a non-equilibrium geometry.

ORCA input file:
```
! RIJCOSX wB97M-V def2-TZVPD def2/J DEFGRID3
* xyz -1 1
C -1.735 -1.307 0.254
C -1.142 -0.052 0.141
C 1.708 -0.681 -1.075
N -2.251 -2.329 0.378
N -1.728 1.107 0.476
N 0.124 0.193 -0.290
N -0.822 2.028 0.244
N 0.270 1.490 -0.205
N 2.661 -0.466 -0.384
H 2.915 0.016 0.462
*
```

Values from the calculation:
* E_LUMO: 0.1656 Eh
* relative energy (zero: lowest compared OMol25 entry of this formula, charge and spin): 69.3 kJ/mol
* Kohn-Sham gap: 9.377 eV